{"formula": "C42H59BrF21IN2O18S", "method": "the ωB97M-V functional and the def2-TZVPD basis", "multiplicity": 1, "e_lumo_ev": -0.595, "e_tot_ha": -8466.76502, "elements": ["C", "C", "S", "C", "C", "I", "C", "O", "N", "C", "C", "N", "C", "C", "C", "O", "C", "Br", "C", "O", "C", "C", "O", "H", "H", "H", "H", "H", "H", "H", "H", "H", "H", "H", "H", "H", "H", "H", "H", "H", "H", "H", "H", "H", "H", "H", "H", "C", "C", "O", "C", "O", "C", "F", "F", "F", "H", "H", "H", "H", "H", "C", "C", "O", "C", "O", "C", "F", "F", "F", "H", "H", "H", "H", "H", "C", "C", "O", "C", "O", "C", "F", "F", "F", "H", "H", "H", "H", "H", "C", "C", "O", "C", "O", "C", "F", "F", "F", "H", "H", "H", "H", "H", "C", "C", "O", "C", "O", "C", "F", "F", "F", "H", "H", "H", "H", "H", "C", "C", "O", "C", "O", "C", "F", "F", "F", "H", "H", "H", "H", "H", "C", "C", "O", "C", "O", "C", "F", "F", "F", "H", "H", "H", "H", "H"], "xyz": [[2.04524, -1.64603, 3.46934], [1.34370, -1.04662, 2.22241], [1.68380, -2.16716, 0.83196], [0.16257, -2.30672, -0.13962], [-0.70847, -3.56485, 0.23097], [0.56254, -4.69429, 1.66067], [-0.90071, -4.65747, -0.83843], [-0.31740, -4.80839, -1.83746], [-1.92149, -5.46008, -0.31132], [-2.83469, -4.74520, 0.61015], [-2.88430, -5.40719, 1.99820], [-4.07707, -5.06106, 2.78183], [-4.24853, -4.83150, 0.00570], [-4.76080, -6.27671, -0.24056], [-5.72168, -6.82253, 0.81937], [-6.32988, -8.01294, 0.31858], [-2.15938, -3.35395, 0.63198], [-2.84295, -2.12615, -0.79589], [-2.23230, -2.51138, 1.95862], [-2.20327, -1.08936, 1.69635], [-3.00821, -0.37542, 2.53166], [-2.26934, 0.38083, 3.62208], [-4.16424, -0.29673, 2.41713], [2.35944, -0.86768, 4.16075], [2.96483, -2.14421, 3.14556], [1.44555, -2.41543, 3.94876], [0.28267, -0.97334, 2.46341], [1.79257, -0.07405, 2.06240], [-0.34745, -1.36293, 0.02496], [0.49151, -2.37601, -1.17314], [-2.35033, -5.84028, -1.15259], [-2.00276, -5.19532, 2.60586], [-2.86820, -6.49026, 1.84206], [-3.90107, -5.09997, 3.77530], [-4.45447, -4.15153, 2.55812], [-5.00765, -4.29381, 0.57274], [-4.21176, -4.35352, -0.96981], [-3.96342, -7.00310, -0.40634], [-5.33440, -6.23330, -1.16949], [-6.45881, -6.09989, 1.15928], [-5.14096, -7.11889, 1.69546], [-5.77315, -8.76122, 0.53962], [-1.35913, -2.67983, 2.59264], [-3.13334, -2.69321, 2.54190], [-1.41338, 0.90420, 3.19314], [-2.95225, 1.10031, 4.05956], [-1.93701, -0.31741, 4.39168], [-8.10949, -4.81564, -5.82512], [-8.77938, -5.11224, -4.50048], [-8.00817, -4.58560, -3.40535], [-8.19795, -3.30135, -3.11974], [-8.94149, -2.55800, -3.68682], [-7.34470, -2.91047, -1.90639], [-6.10126, -3.41392, -1.98674], [-7.89103, -3.37339, -0.76705], [-7.23496, -1.58724, -1.78572], [-7.08460, -5.18885, -5.82653], [-8.65668, -5.28439, -6.64242], [-8.06358, -3.74216, -6.00968], [-8.83418, -6.18746, -4.34099], [-9.79776, -4.72670, -4.47076], [-3.79041, 2.70430, 1.31195], [-2.52175, 3.51380, 1.14925], [-2.79855, 4.92191, 1.03558], [-2.96187, 5.57701, 2.18172], [-2.90315, 5.10063, 3.27549], [-3.19213, 7.06778, 1.90024], [-4.04702, 7.25659, 0.88490], [-2.03227, 7.67037, 1.57263], [-3.68670, 7.69413, 2.96888], [-4.48626, 2.90977, 0.49764], [-3.56029, 1.64680, 1.31754], [-4.30088, 2.95310, 2.24274], [-2.01821, 3.23181, 0.22502], [-1.82512, 3.33089, 1.96912], [-0.04542, 6.05055, -0.16310], [-0.14112, 4.58618, -0.52880], [1.06435, 3.88124, -0.17255], [1.15760, 3.47218, 1.08663], [0.34019, 3.63560, 1.94411], [2.46916, 2.69909, 1.28019], [3.50757, 3.31300, 0.68524], [2.36853, 1.46534, 0.75510], [2.78190, 2.55616, 2.56973], [0.83971, 6.50006, -0.61428], [-0.92809, 6.58922, -0.50733], [0.04084, 6.18110, 0.91696], [-0.24698, 4.47616, -1.60663], [-1.00786, 4.11530, -0.06828], [5.91757, 4.62941, -0.46037], [5.30515, 5.91243, 0.05810], [6.15964, 7.03962, -0.20842], [6.05431, 7.57833, -1.41807], [5.32199, 7.21099, -2.28851], [6.98876, 8.79048, -1.53041], [8.19691, 8.53788, -1.00294], [6.47356, 9.84668, -0.87695], [7.16973, 9.14849, -2.80297], [6.91903, 4.48955, -0.05053], [5.30914, 3.77958, -0.18863], [6.01481, 4.65071, -1.54644], [5.19804, 5.86392, 1.14051], [4.31210, 6.07928, -0.35893], [-1.84647, 11.53977, 3.65415], [-2.29685, 10.65950, 2.50806], [-1.30578, 10.62762, 1.46421], [-0.31134, 9.76362, 1.62902], [-0.17051, 9.02277, 2.55675], [0.62695, 9.81268, 0.41639], [0.88757, 11.06985, 0.03001], [0.07607, 9.17253, -0.63057], [1.79915, 9.22657, 0.67617], [-1.59662, 12.53822, 3.29319], [-2.63324, 11.62205, 4.40335], [-0.95393, 11.13538, 4.13202], [-3.19875, 11.06671, 2.05505], [-2.52959, 9.64988, 2.84489], [2.71371, -5.19352, -2.32817], [2.66089, -5.31971, -3.83323], [3.95361, -5.05464, -4.41724], [4.80329, -6.07024, -4.44338], [4.59732, -7.17445, -4.03210], [6.10675, -5.63678, -5.12564], [6.51134, -4.42421, -4.71698], [5.96123, -5.56913, -6.45895], [7.10188, -6.49983, -4.87243], [3.10426, -4.21547, -2.03865], [1.71738, -5.31528, -1.90418], [3.37456, -5.94574, -1.89361], [1.98406, -4.57493, -4.24745], [2.29549, -6.29845, -4.14143], [8.34943, -5.35929, -2.20626], [7.64801, -5.70884, -0.91149], [8.41683, -5.27853, 0.22791], [8.26630, -4.00899, 0.58824], [7.55866, -3.20673, 0.05510], [9.10900, -3.72022, 1.83787], [10.33496, -4.25866, 1.74739], [8.52089, -4.23272, 2.93377], [9.25683, -2.40835, 2.03249], [9.36066, -5.76892, -2.21658], [7.80235, -5.75526, -3.05495], [8.43833, -4.27900, -2.32597], [7.55095, -6.78915, -0.81959], [6.64295, -5.28853, -0.87410]], "forces_ev_per_a": [[0.4, -0.2, -0.7], [0.2, -0.6, 1.2], [0.7, 1.7, -0.9], [0.2, -0.4, 0.8], [1.3, 0.1, -0.5], [-1.1, -1.4, 0.5], [-1.5, 0.9, 4.1], [1.3, -0.5, -2.8], [0.1, 0.0, -1.6], [-0.3, -0.2, -0.3], [0.3, -0.1, 0.8], [-0.3, 0.0, -0.3], [0.1, -0.3, -0.6], [-0.7, 0.7, 0.1], [1.4, -1.0, 0.2], [-0.6, 0.3, -0.2], [0.2, 2.0, 1.5], [-0.2, -0.7, -0.1], [-0.4, 0.5, -0.3], [0.5, -0.6, 0.1], [2.6, 0.9, 1.4], [0.0, 0.0, -0.5], [-3.1, -0.5, -0.6], [-0.3, 0.0, 0.2], [0.0, 0.0, 0.1], [-0.1, 0.1, 0.2], [-0.1, 0.2, -0.5], [-0.4, 0.0, -0.3], [-0.4, -0.2, -0.2], [-0.2, -0.1, -0.1], [-0.4, -0.6, 0.6], [0.2, 0.0, -0.4], [0.0, 0.0, -0.2], [0.1, 0.0, 0.0], [0.0, 0.0, 0.1], [0.2, 0.1, 0.1], [0.1, 0.1, 0.1], [0.1, 0.0, 0.1], [0.0, -0.1, 0.0], [-0.3, 0.0, -0.3], [-0.1, 0.4, 0.2], [0.0, 0.0, 0.0], [0.0, -0.6, -0.1], [0.0, -0.3, -0.2], [0.1, -0.1, 0.1], [0.0, 0.0, 0.1], [0.2, 0.0, -0.1], [0.2, 0.3, 0.1], [-0.2, -0.3, -0.5], [0.1, 0.2, 0.4], [-0.4, -0.5, -0.5], [0.1, 0.2, 0.2], [0.5, 0.4, 0.8], [-0.3, 0.0, -0.2], [0.0, -0.1, -0.3], [-0.1, -0.2, -0.2], [-0.1, -0.1, 0.0], [0.0, 0.0, 0.0], [-0.1, 0.0, 0.0], [0.2, 0.0, 0.2], [0.1, 0.2, 0.1], [-0.2, 0.6, 0.0], [-0.6, -1.1, 0.5], [0.0, 0.3, -0.1], [0.3, -0.8, 0.0], [-0.1, 0.4, 0.0], [-0.2, 0.6, -0.2], [0.1, -0.1, 0.1], [-0.5, -0.5, 0.0], [0.1, -0.3, 0.0], [0.0, -0.1, -0.1], [0.0, 0.0, -0.1], [0.1, -0.1, 0.1], [-0.8, -0.3, 0.3], [-0.2, 0.2, -0.1], [0.3, 0.0, 0.2], [-0.4, 0.6, -0.4], [0.4, -0.4, 0.3], [-0.4, 0.4, -0.7], [0.4, -0.2, 0.3], [0.9, -0.4, 0.2], [-0.6, -0.1, 0.2], [-0.1, 0.4, -0.2], [-0.3, 0.1, -0.1], [0.0, 0.0, -0.1], [0.0, -0.1, 0.0], [-0.1, 0.0, 0.0], [0.3, -0.1, 0.0], [1.2, 0.6, -0.3], [0.5, 0.2, -0.3], [-0.3, -0.6, 0.2], [0.1, 0.3, -0.1], [-0.4, -0.6, 0.4], [0.1, 0.3, -0.2], [0.6, 0.6, -0.1], [-0.2, -0.1, -0.1], [-0.1, -0.3, 0.0], [-0.2, -0.2, 0.2], [0.0, 0.0, 0.1], [0.0, -0.1, 0.0], [-0.1, 0.0, 0.0], [0.2, 0.2, 0.0], [0.1, 0.1, -0.2], [0.3, 0.1, -0.1], [-0.5, 0.1, 0.5], [0.2, -0.1, -0.3], [-0.5, 0.2, 0.6], [0.6, 0.2, -0.1], [0.7, 0.1, -0.6], [-0.2, -0.2, 0.2], [-0.1, 0.1, 0.2], [-0.3, 0.0, 0.2], [-0.1, 0.0, 0.0], [0.0, 0.0, 0.0], [-0.1, -0.1, 0.0], [0.1, 0.0, -0.2], [0.3, 0.2, -0.1], [0.4, -0.1, 0.2], [-0.6, 0.0, 0.4], [0.3, 0.0, -0.3], [-0.8, 0.1, 0.2], [0.4, -0.1, -0.1], [0.9, 0.3, -0.5], [-0.2, -0.2, 0.1], [-0.2, -0.2, 0.2], [-0.5, 0.0, -0.2], [-0.1, 0.0, 0.0], [0.2, 0.0, -0.1], [0.0, -0.1, -0.1], [0.2, 0.1, -0.1], [0.2, -0.1, 0.0], [0.3, 0.3, 0.2], [-0.2, -0.3, -0.6], [0.1, 0.1, 0.4], [-0.3, -0.4, -0.6], [0.1, 0.2, 0.2], [0.5, 0.2, 0.6], [-0.2, 0.0, -0.1], [0.0, 0.0, -0.3], [-0.2, -0.2, -0.2], [-0.1, -0.1, 0.0], [0.1, 0.0, 0.2], [-0.1, 0.0, 0.0], [0.1, 0.0, 0.2], [0.1, 0.2, 0.1]]}